1.
A structure of composition C56H47BrCaN4O3P2. Source: OMol25; level of theory: ωB97M-V/def2-TZVPD.

## Properties
Kohn-Sham gap (Ha): 0.317
LUMO (Ha): 0.011
Highest occupied orbital energy (eV): -8.33
F_max (eV/A): 2.106
E (eV): -178000.3928

CARTESIAN COORDINATES (ANGSTROEM)
1 Ca 0.874 0.650 0.574
2 C -3.483 -5.837 -2.123
3 C -3.900 -4.460 -1.576
4 C -5.432 -4.397 -1.432
5 C -3.265 -4.244 -0.208
6 C -3.535 -5.106 0.856
7 C -2.990 -4.907 2.113
8 C -2.173 -3.804 2.342
9 C -1.895 -2.918 1.313
10 P -0.964 -1.353 1.544
11 C -0.078 -1.673 3.108
12 C 1.173 -2.277 2.988
13 C 1.933 -2.551 4.118
14 C 1.451 -2.206 5.374
15 C 0.203 -1.605 5.499
16 C -0.562 -1.344 4.370
17 C -2.287 -0.149 1.986
18 C -3.604 -0.329 1.570
19 C -4.555 0.663 1.787
20 C -4.204 1.850 2.419
21 C -2.893 2.043 2.836
22 C -1.939 1.055 2.618
23 C -2.419 -3.184 0.051
24 O -2.052 -2.284 -0.912
25 C -2.545 -2.379 -2.188
26 C -2.041 -1.439 -3.089
27 C -2.525 -1.479 -4.390
28 C -3.456 -2.434 -4.782
29 C -3.888 -3.376 -3.867
30 C -3.437 -3.377 -2.548
31 P -0.669 -0.297 -2.585
32 C 0.770 -1.269 -3.203
33 C 1.986 -0.632 -3.461
34 C 3.109 -1.358 -3.835
35 C 3.044 -2.743 -3.930
36 C 1.850 -3.391 -3.652
37 C 0.720 -2.659 -3.300
38 C -0.842 1.099 -3.764
39 C -1.617 2.174 -3.322
40 C -1.839 3.280 -4.137
41 C -1.273 3.329 -5.404
42 C -0.494 2.269 -5.853
43 C -0.282 1.160 -5.040
44 H -3.812 -6.636 -1.453
45 H -2.397 -5.900 -2.225
46 H -3.931 -6.017 -3.104
47 H -5.789 -5.160 -0.736
48 H -5.920 -4.567 -2.394
49 H -5.744 -3.418 -1.058
50 H -4.187 -5.959 0.691
51 H -3.211 -5.599 2.918
52 H -1.760 -3.631 3.327
53 H 1.566 -2.525 2.007
54 H 2.907 -3.015 4.012
55 H 2.051 -2.399 6.256
56 H -0.176 -1.337 6.479
57 H -1.533 -0.876 4.474
58 H -3.902 -1.251 1.085
59 H -5.577 0.502 1.463
60 H -4.950 2.620 2.587
61 H -2.610 2.962 3.338
62 H -0.923 1.209 2.977
63 H -2.165 -0.760 -5.115
64 H -3.822 -2.454 -5.803
65 H -4.591 -4.141 -4.186
66 H 2.064 0.443 -3.366
67 H 4.044 -0.842 -4.032
68 H 3.925 -3.318 -4.199
69 H 1.801 -4.474 -3.697
70 H -0.206 -3.185 -3.094
71 H -2.046 2.147 -2.325
72 H -2.442 4.106 -3.776
73 H -1.432 4.195 -6.039
74 H -0.053 2.301 -6.842
75 H 0.325 0.339 -5.404
76 Br 1.897 5.856 0.470
77 C 1.752 4.978 -1.208
78 C 2.631 5.361 -2.212
79 C 2.516 4.745 -3.445
80 C 1.535 3.785 -3.634
81 C 0.717 3.483 -2.562
82 N 0.822 4.058 -1.353
83 H 3.374 6.122 -2.023
84 H 3.186 5.019 -4.254
85 H 1.403 3.285 -4.588
86 H -0.075 2.748 -2.668
87 C 5.127 5.294 5.882
88 C 4.277 4.429 4.978
89 C 2.962 4.112 5.309
90 C 2.164 3.334 4.474
91 C 0.738 2.998 4.862
92 C 2.707 2.887 3.274
93 C 4.020 3.192 2.906
94 C 4.589 2.709 1.591
95 C 4.790 3.951 3.775
96 C 1.870 2.086 2.330
97 O 1.475 0.906 2.651
98 O 1.584 2.584 1.188
99 H 4.699 5.365 6.883
100 H 5.208 6.309 5.484
101 H 6.141 4.901 5.974
102 H 2.547 4.468 6.249
103 H 0.499 3.404 5.845
104 H 0.580 1.916 4.886
105 H 0.022 3.420 4.145
106 H 4.427 1.640 1.451
107 H 5.660 2.895 1.539
108 H 4.110 3.217 0.751
109 H 5.820 4.177 3.504
110 N 4.307 -4.292 -1.621
111 C 4.263 -3.245 -1.118
112 N 4.278 -2.055 -0.520
113 C 3.358 -1.185 -0.454
114 N 2.539 -0.333 -0.373

***

2.
A structure of composition C56H47N11NaOP2SSe2. Source: OMol25; level of theory: ωB97M-V/def2-TZVPD.

## Properties
Relative energy (zero: lowest compared OMol25 entry of this formula, charge and spin) (kcal per mole): 9.6
Total charge: -1
Kohn-Sham gap (Ha): 0.218
LUMO (Ha): 0.065
Highest occupied orbital energy (eV): -4.18
F_max (eV/A): 0.485
E (eV): -241801.8110

CARTESIAN COORDINATES (ANGSTROEM)
1 Na -0.159 -1.021 0.101
2 C -0.677 -4.569 5.473
3 C 0.123 -5.108 4.292
4 N 0.926 -4.102 3.630
5 C 0.385 -3.155 2.788
6 S 1.371 -1.819 2.385
7 N -0.875 -3.388 2.448
8 N -1.358 -2.646 1.420
9 C -2.638 -2.508 1.422
10 C -3.504 -3.029 2.533
11 C -3.260 -1.821 0.266
12 C -4.410 -1.043 0.442
13 C -4.985 -0.424 -0.649
14 C -4.411 -0.603 -1.900
15 C -3.270 -1.383 -1.979
16 N -2.698 -1.979 -0.938
17 H -1.278 -5.358 5.932
18 H -1.343 -3.777 5.131
19 H -0.016 -4.155 6.238
20 H -0.556 -5.527 3.552
21 H 0.794 -5.909 4.618
22 H 1.745 -3.768 4.110
23 H -3.318 -2.484 3.462
24 H -3.234 -4.067 2.733
25 H -4.564 -2.971 2.287
26 H -4.826 -0.913 1.432
27 H -5.867 0.194 -0.527
28 H -4.827 -0.147 -2.788
29 H -2.781 -1.532 -2.936
30 Se 6.827 -1.593 0.246
31 P 5.849 0.107 -0.529
32 C 6.230 0.414 -2.296
33 C 5.282 0.562 -3.301
34 C 5.686 0.841 -4.602
35 C 7.031 0.966 -4.908
36 C 7.983 0.812 -3.906
37 C 7.583 0.538 -2.611
38 C 6.502 1.656 0.189
39 C 7.253 1.619 1.358
40 C 7.816 2.781 1.862
41 C 7.651 3.984 1.190
42 C 6.928 4.022 0.007
43 C 6.358 2.862 -0.493
44 C 4.053 0.040 -0.433
45 C 2.957 0.663 0.180
46 N 1.851 0.086 -0.324
47 N 2.241 -0.852 -1.178
48 N 3.550 -0.909 -1.248
49 P 2.809 2.063 1.282
50 Se 0.982 2.471 2.253
51 C 4.086 1.771 2.541
52 C 4.546 2.812 3.349
53 C 5.396 2.551 4.408
54 C 5.767 1.242 4.698
55 C 5.280 0.202 3.925
56 C 4.444 0.462 2.847
57 C 3.189 3.465 0.164
58 C 3.403 4.753 0.650
59 C 3.592 5.813 -0.221
60 C 3.550 5.605 -1.595
61 C 3.302 4.334 -2.088
62 C 3.114 3.271 -1.214
63 H 4.232 0.448 -3.075
64 H 4.938 0.957 -5.376
65 H 7.341 1.181 -5.924
66 H 9.037 0.904 -4.137
67 H 8.325 0.412 -1.831
68 H 7.393 0.668 1.856
69 H 8.390 2.744 2.780
70 H 8.098 4.890 1.583
71 H 6.805 4.953 -0.531
72 H 5.818 2.895 -1.431
73 H 4.215 3.825 3.174
74 H 5.756 3.367 5.021
75 H 6.420 1.037 5.537
76 H 5.544 -0.823 4.149
77 H 4.054 -0.370 2.274
78 H 3.414 4.936 1.715
79 H 3.775 6.805 0.174
80 H 3.706 6.433 -2.277
81 H 3.260 4.158 -3.157
82 H 2.926 2.281 -1.612
83 C 3.182 9.111 -8.908
84 O 2.673 9.309 -7.604
85 C 2.228 8.212 -6.931
86 C 1.781 8.436 -5.631
87 C 1.313 7.382 -4.872
88 C 1.272 6.087 -5.389
89 C 1.725 5.877 -6.684
90 C 2.203 6.925 -7.458
91 C 0.785 4.946 -4.605
92 N 0.952 3.685 -4.925
93 C 0.368 2.975 -3.901
94 C -0.158 3.823 -2.960
95 N 0.109 5.088 -3.425
96 C -0.819 3.384 -1.771
97 C -1.376 4.229 -0.803
98 C -1.971 3.674 0.298
99 C -1.967 2.279 0.424
100 N -1.448 1.467 -0.469
101 C -0.889 1.996 -1.568
102 C -0.327 1.069 -2.562
103 N -0.408 -0.237 -2.281
104 C 0.093 -1.098 -3.140
105 C 0.704 -0.719 -4.342
106 C 0.814 0.619 -4.630
107 C 0.289 1.550 -3.727
108 H 3.509 10.086 -9.257
109 H 2.412 8.725 -9.581
110 H 4.033 8.425 -8.902
111 H 1.821 9.441 -5.232
112 H 0.999 7.580 -3.854
113 H 1.703 4.871 -7.082
114 H 2.548 6.725 -8.461
115 H -0.155 5.953 -2.990
116 H -1.321 5.306 -0.916
117 H -2.393 4.286 1.083
118 H -2.389 1.813 1.308
119 H 0.038 -2.144 -2.860
120 H 1.110 -1.473 -5.002
121 H 1.300 0.973 -5.531

***

3.
A structure of composition C56H48AsN2P3S5SiV. Source: OMol25; level of theory: ωB97M-V/def2-TZVPD.

## Properties
Relative energy (zero: lowest compared OMol25 entry of this formula, charge and spin) (kcal per mole): 0.0
Multiplicity: 3
Total charge: -1
Kohn-Sham gap (spin up / spin down) (Ha): 0.225 / 0.227
LUMO (spin up / spin down) (Ha): 0.078 / 0.078
Highest occupied orbital energy (spin up / spin down) (eV): -4.01 / -4.05
F_max (eV/A): 0.670
E (eV): -238285.9155

CARTESIAN COORDINATES (ANGSTROEM)
1 V 0.590 -0.200 -0.644
2 C 5.660 1.731 2.828
3 C 4.703 0.829 3.273
4 C 3.430 0.837 2.728
5 C 3.082 1.757 1.738
6 C 4.047 2.658 1.300
7 C 5.328 2.641 1.838
8 P 1.358 1.688 1.096
9 C 1.063 3.414 0.550
10 C 0.165 4.246 1.218
11 C -0.025 5.557 0.803
12 C 0.705 6.063 -0.263
13 C 1.590 5.238 -0.940
14 C 1.744 3.913 -0.562
15 C 0.454 1.588 2.700
16 C 0.909 2.184 3.875
17 C 0.210 2.009 5.059
18 C -0.946 1.237 5.074
19 C -1.419 0.673 3.898
20 C -0.734 0.849 2.694
21 Si -1.320 0.359 0.962
22 C -2.246 1.921 0.396
23 C -3.070 2.700 1.217
24 C -3.903 3.664 0.680
25 C -3.959 3.839 -0.701
26 C -3.133 3.095 -1.524
27 C -2.234 2.178 -0.974
28 P -1.057 1.168 -1.966
29 C -2.284 0.155 -2.896
30 C -2.095 -0.260 -4.211
31 C -3.022 -1.088 -4.828
32 C -4.145 -1.525 -4.139
33 C -4.341 -1.122 -2.827
34 C -3.419 -0.286 -2.213
35 C -0.382 2.352 -3.190
36 C 0.324 1.863 -4.288
37 C 0.862 2.727 -5.229
38 C 0.708 4.097 -5.087
39 C 0.047 4.597 -3.975
40 C -0.480 3.734 -3.026
41 C -2.743 -0.902 1.158
42 C -3.988 -0.581 1.714
43 C -4.984 -1.534 1.846
44 C -4.754 -2.845 1.437
45 C -3.532 -3.185 0.887
46 C -2.541 -2.215 0.724
47 P -0.864 -2.612 0.112
48 C -0.365 -3.685 1.524
49 C 0.031 -5.010 1.408
50 C 0.435 -5.725 2.530
51 C 0.446 -5.125 3.778
52 C 0.046 -3.799 3.904
53 C -0.352 -3.088 2.787
54 C -1.047 -3.762 -1.281
55 C -2.228 -3.937 -1.992
56 C -2.245 -4.723 -3.137
57 C -1.084 -5.340 -3.576
58 C 0.106 -5.147 -2.885
59 C 0.131 -4.345 -1.758
60 H 6.657 1.724 3.251
61 H 4.944 0.113 4.049
62 H 2.693 0.124 3.078
63 H 3.814 3.382 0.532
64 H 6.064 3.348 1.477
65 H -0.396 3.872 2.065
66 H -0.739 6.183 1.324
67 H 0.571 7.091 -0.575
68 H 2.137 5.608 -1.796
69 H 2.389 3.260 -1.140
70 H 1.820 2.771 3.869
71 H 0.572 2.464 5.972
72 H -1.483 1.084 6.003
73 H -2.331 0.086 3.916
74 H -3.056 2.544 2.291
75 H -4.532 4.264 1.327
76 H -4.642 4.561 -1.131
77 H -3.180 3.232 -2.598
78 H -1.212 0.043 -4.757
79 H -2.851 -1.405 -5.848
80 H -4.859 -2.179 -4.623
81 H -5.210 -1.454 -2.273
82 H -3.598 0.026 -1.193
83 H 0.492 0.801 -4.412
84 H 1.428 2.302 -6.047
85 H 1.125 4.773 -5.824
86 H -0.041 5.667 -3.825
87 H -0.935 4.156 -2.142
88 H -4.189 0.433 2.033
89 H -5.942 -1.261 2.272
90 H -5.524 -3.596 1.554
91 H -3.337 -4.208 0.589
92 H 0.028 -5.496 0.441
93 H 0.741 -6.758 2.421
94 H 0.762 -5.684 4.650
95 H 0.052 -3.316 4.873
96 H -0.640 -2.047 2.895
97 H -3.135 -3.432 -1.681
98 H -3.166 -4.835 -3.694
99 H -1.096 -5.943 -4.474
100 H 1.031 -5.572 -3.252
101 H 1.081 -4.125 -1.280
102 S 3.928 -2.523 -2.568
103 As 2.706 -0.893 -3.161
104 S 2.662 0.716 -1.614
105 S 0.575 -1.373 -2.767
106 S 3.051 -0.178 -5.106
107 C 5.607 -2.714 2.480
108 N 4.212 -2.403 2.268
109 C 3.744 -1.812 1.138
110 N 4.606 -1.276 0.299
111 S 2.057 -1.832 0.910
112 H 5.719 -3.159 3.466
113 H 6.208 -1.803 2.463
114 H 5.999 -3.412 1.733
115 H 3.509 -2.927 2.767
116 H 5.592 -1.433 0.406
117 H 4.287 -1.091 -0.653

***

4.
A structure of composition C56H50AsCl5F6N4O4P2SeTeW. Source: OMol25; level of theory: ωB97M-V/def2-TZVPD.

## Properties
Relative energy (zero: lowest compared OMol25 entry of this formula, charge and spin) (kcal per mole): 30.5
Total charge: +2
Kohn-Sham gap (spin up / spin down) (Ha): 0.210 / 0.140
LUMO (spin up / spin down) (Ha): -0.262 / -0.309
Highest occupied orbital energy (spin up / spin down) (eV): -12.86 / -12.20
F_max (eV/A): 5.803
E (eV): -305820.7481

CARTESIAN COORDINATES (ANGSTROEM)
1 W 0.185 -1.709 -0.067
2 O -0.303 -1.438 2.298
3 P 0.041 -0.717 3.571
4 C -0.379 1.056 3.322
5 P 0.053 1.562 1.604
6 O -0.272 0.469 0.602
7 C 1.817 1.998 1.779
8 C 2.856 1.415 1.066
9 C 4.175 1.686 1.393
10 C 4.470 2.591 2.397
11 C 3.440 3.248 3.054
12 C 2.124 2.944 2.758
13 C -0.888 3.088 1.329
14 C -1.270 3.866 2.416
15 C -1.916 5.073 2.222
16 C -2.193 5.509 0.937
17 C -1.819 4.737 -0.149
18 C -1.165 3.533 0.044
19 C 1.783 -0.871 4.049
20 C 2.484 -1.986 3.601
21 C 3.805 -2.173 3.967
22 C 4.420 -1.260 4.810
23 C 3.717 -0.164 5.284
24 C 2.403 0.037 4.902
25 C -1.063 -1.209 4.912
26 C -0.778 -0.894 6.235
27 C -1.693 -1.204 7.223
28 C -2.893 -1.817 6.895
29 C -3.173 -2.138 5.575
30 C -2.259 -1.832 4.584
31 H 0.152 1.686 4.029
32 H -1.454 1.162 3.480
33 H 2.656 0.746 0.245
34 H 4.967 1.175 0.864
35 H 5.496 2.797 2.660
36 H 3.663 3.985 3.810
37 H 1.331 3.454 3.284
38 H -1.074 3.528 3.422
39 H -2.206 5.670 3.074
40 H -2.695 6.452 0.788
41 H -2.025 5.076 -1.152
42 H -0.874 2.945 -0.807
43 H 1.990 -2.698 2.953
44 H 4.345 -3.031 3.597
45 H 5.447 -1.412 5.105
46 H 4.190 0.536 5.957
47 H 1.867 0.900 5.273
48 H 0.161 -0.423 6.483
49 H -1.470 -0.972 8.253
50 H -3.610 -2.045 7.669
51 H -4.100 -2.629 5.321
52 H -2.453 -2.077 3.550
53 Cl -7.538 -2.173 1.842
54 C -5.867 -2.053 1.555
55 C -5.239 -0.795 1.538
56 Cl -6.166 0.608 1.831
57 C -3.882 -0.695 1.275
58 Cl -3.106 0.822 1.384
59 C -3.078 -1.827 0.960
60 O -1.839 -1.710 0.579
61 C -3.732 -3.091 1.086
62 Cl -2.806 -4.494 0.877
63 C -5.090 -3.204 1.363
64 Cl -5.818 -4.748 1.453
65 Se -0.038 -4.805 -2.117
66 N -0.096 -6.194 -1.033
67 C -0.069 -5.810 0.232
68 C -0.139 -6.553 1.414
69 C -0.131 -5.861 2.619
70 C 0.000 -4.485 2.658
71 N 0.110 -3.731 1.537
72 C 0.004 -4.385 0.392
73 N -0.008 -3.648 -0.727
74 H -0.200 -7.629 1.371
75 H -0.204 -6.405 3.549
76 H 0.021 -3.939 3.591
77 F 1.669 -1.204 1.014
78 As 3.281 -1.856 -0.725
79 F 2.285 -3.139 -0.022
80 F 1.441 -2.326 -2.167
81 F 4.154 -3.114 -1.580
82 F 1.186 -0.235 -1.074
83 F 4.363 -2.033 0.640
84 C -2.383 -2.120 -3.675
85 C -1.855 -2.146 -2.260
86 O -2.331 -2.968 -1.465
87 N -0.888 -1.329 -1.840
88 Te 0.123 -0.617 -3.436
89 C 2.009 0.468 -3.572
90 C 3.018 -0.180 -4.301
91 C 2.987 -1.640 -4.635
92 C 4.093 0.579 -4.752
93 C 4.193 1.943 -4.509
94 C 5.328 2.743 -5.061
95 C 3.205 2.542 -3.737
96 C 2.119 1.824 -3.256
97 C 1.084 2.520 -2.435
98 C -1.168 1.046 -3.934
99 C -0.970 1.598 -5.211
100 C 0.161 1.160 -6.081
101 C -1.831 2.577 -5.681
102 C -2.918 3.011 -4.933
103 C -3.887 4.011 -5.465
104 C -3.084 2.476 -3.662
105 C -2.239 1.504 -3.147
106 C -2.554 0.988 -1.772
107 H -3.339 -2.639 -3.684
108 H -1.696 -2.668 -4.329
109 H -2.517 -1.103 -4.055
110 H 3.531 -2.208 -3.876
111 H 3.480 -1.817 -5.589
112 H 1.959 -2.026 -4.683
113 H 4.857 0.085 -5.333
114 H 5.765 2.249 -5.923
115 H 6.111 2.855 -4.311
116 H 4.997 3.738 -5.345
117 H 3.263 3.598 -3.520
118 H 1.543 3.006 -1.577
119 H 0.355 1.789 -2.076
120 H 0.577 3.285 -3.021
121 H 0.427 0.121 -5.868
122 H 1.038 1.780 -5.903
123 H -0.098 1.262 -7.131
124 H -1.663 2.988 -6.665
125 H -3.863 4.046 -6.550
126 H -3.652 5.004 -5.084
127 H -4.897 3.770 -5.145
128 H -3.911 2.816 -3.057
129 H -3.082 1.758 -1.214
130 H -1.667 0.695 -1.203
131 H -3.210 0.116 -1.829